(1)
Below is C18H12F5N2NiO2 as an isolated structure, with properties calculated with ωB97M-V/def2-TZVPD.

Element x y z (Å)
Ni  -0.2250  0.1906  0.4317
C  2.8069  2.9158  -0.1860
C  1.8716  1.7732  -0.5018
O  1.2173  1.3402  0.5101
C  1.8279  1.2588  -1.7817
C  0.9997  0.1750  -2.1809
C  1.1340  -0.3885  -3.5666
N  0.1066  -0.3065  -1.3663
N  -0.6930  -1.3524  -1.8178
C  -1.4336  -1.7547  -0.8241
O  -1.3395  -1.2986  0.3825
C  -2.4146  -2.8443  -1.0670
C  -3.0416  -2.9842  -2.3010
C  -3.9576  -4.0043  -2.5075
C  -4.2514  -4.8963  -1.4848
C  -3.6309  -4.7567  -0.2506
C  -2.7226  -3.7306  -0.0392
H  2.2719  3.6590  0.4052
H  3.2064  3.3811  -1.0857
H  3.6370  2.5475  0.4206
H  2.4690  1.7017  -2.5308
H  1.9064  0.1408  -4.1218
H  0.1841  -0.3196  -4.0971
H  1.3796  -1.4497  -3.5141
H  -2.7954  -2.2859  -3.0893
H  -4.4477  -4.1016  -3.4686
H  -4.9656  -5.6944  -1.6475
H  -3.8605  -5.4465  0.5524
H  -2.2486  -3.5894  0.9230
F  -1.3061  3.0168  0.4112
C  -1.5742  2.4277  1.6008
C  -1.1810  1.1234  1.8381
C  -1.5022  0.6408  3.0922
F  -1.1417  -0.6112  3.4533
C  -2.1788  1.3779  4.0511
F  -2.4678  0.8649  5.2626
C  -2.5585  2.6747  3.7606
F  -3.2194  3.4101  4.6727
C  -2.2533  3.2079  2.5229
F  -2.6232  4.4719  2.2406

Its charge is -1. As for the total energy: -2960.8254 a.u.



(2)
Below is C18H12IrN3S as an isolated structure, with properties calculated with ωB97M-V/def2-TZVPD.

Element x y z (Å)
Ir  0.3857  -1.6386  0.4093
C  3.6554  -1.8886  -2.4451
C  2.7570  -2.2075  -1.4205
N  1.8018  -1.3806  -1.0400
C  1.6763  -0.1572  -1.6436
C  2.5325  0.2271  -2.6838
C  3.5362  -0.6834  -3.0813
C  2.3708  1.5056  -3.2680
C  1.4052  2.3402  -2.7908
C  0.5578  1.9563  -1.7267
C  0.6635  0.7164  -1.1475
N  -0.0400  0.1839  -0.0403
C  -1.1751  0.7094  0.6237
C  -1.8759  1.8635  0.3776
C  -2.9334  2.2689  1.2238
C  -3.2921  1.5369  2.3158
C  -2.6213  0.3202  2.5859
C  -2.9304  -0.5100  3.6858
C  -2.2455  -1.6799  3.8714
C  -1.2668  -2.0493  2.9416
N  -0.9592  -1.2914  1.9062
C  -1.5978  -0.0934  1.7243
H  4.4179  -2.6030  -2.7180
H  2.8035  -3.1574  -0.9066
H  4.2079  -0.4107  -3.8854
H  3.0278  1.8075  -4.0725
H  1.2800  3.3256  -3.2176
H  -0.1472  2.6854  -1.3757
H  -1.6542  2.4911  -0.4645
H  -3.4536  3.1879  0.9921
H  -4.0862  1.8620  2.9745
H  -3.7111  -0.2082  4.3724
H  -2.4545  -2.3355  4.7037
H  -0.7359  -2.9873  3.0251
S  0.1007  -3.7060  0.1946

As for the multiplicity: 2. Its charge is +1. As for the expectation value of S²: 0.80. As for the total energy: -1359.7384 a.u.



(3)
Below is C18H13BF9IrN2O6S as an isolated structure, with properties calculated with ωB97M-V/def2-TZVPD.

Element x y z (Å)
Ir  -0.0079  -0.3263  -1.5717
F  6.5703  -2.7000  -0.8050
C  5.2849  -2.6402  -1.1438
C  4.6035  -1.4257  -1.0976
F  5.2314  -0.3216  -0.6934
C  3.2691  -1.3658  -1.4599
F  2.6471  -0.1809  -1.3659
C  2.5597  -2.4956  -1.8837
S  0.8777  -2.4670  -2.3053
C  3.2667  -3.7083  -1.9252
F  2.6543  -4.8131  -2.3402
C  4.6026  -3.7859  -1.5494
F  5.2378  -4.9571  -1.5763
O  0.8994  1.4038  -2.6320
C  0.3911  2.5115  -2.4315
C  -0.9932  2.7907  -2.2076
C  -1.4022  4.0886  -1.8917
C  -2.7278  4.3558  -1.6200
C  -3.6968  3.3360  -1.6770
C  -3.3378  2.0641  -2.0060
C  -1.9751  1.7213  -2.2754
O  -1.6698  0.5340  -2.5898
N  -3.1222  5.6924  -1.2682
O  -2.2734  6.5572  -1.3323
O  -4.2706  5.8726  -0.9241
H  1.0586  3.3878  -2.4151
H  -0.6759  4.8885  -1.8263
H  -4.7222  3.5788  -1.4443
H  -4.0563  1.2621  -2.0461
O  1.6934  -2.2649  0.8473
C  0.8289  -1.4695  1.1461
O  0.5648  -0.3539  0.5746
C  -0.0897  -1.7416  2.3851
N  -0.9845  -0.5642  2.5140
C  -0.6743  0.1406  3.7749
C  0.7458  -0.3173  4.0983
C  0.7140  -1.7848  3.6785
H  -0.6447  -2.6599  2.1912
H  -1.9800  -0.8033  2.3768
H  -0.6811  -0.0070  1.6690
H  -1.3776  -0.1779  4.5492
H  -0.7614  1.2197  3.6415
H  1.0060  -0.1828  5.1453
H  1.4637  0.2280  3.4860
H  0.2033  -2.3896  4.4260
H  1.6982  -2.2099  3.5052
F  -4.0260  -0.5922  -0.5609
B  -3.2490  -1.5270  0.0332
F  -1.8510  -1.2334  -0.2929
F  -3.3121  -1.3685  1.4271
F  -3.5103  -2.7989  -0.3106

Its charge is 0. As for the total energy: -2680.8575 a.u.



Number 1: maximum force 0.52 eV/Å. Number 2: maximum force 0.40 eV/Å. Number 3: maximum force 2.67 eV/Å.